{"formula": "C40H34N2RhS3Sb2", "method": "the ωB97M-V functional and the def2-TZVPD basis", "multiplicity": 1, "total_charge": 1, "lumo_energy_ev": -3.904, "relative_energy_ev": 0.000, "e_homo_ev": -10.52, "e_tot_ev": -93595.593, "elements": ["Rh", "S", "C", "S", "S", "C", "C", "C", "Sb", "C", "C", "C", "C", "C", "C", "C", "C", "C", "C", "C", "C", "Sb", "C", "C", "C", "C", "C", "C", "C", "C", "C", "C", "C", "C", "H", "H", "H", "H", "H", "H", "H", "H", "H", "H", "H", "H", "H", "H", "H", "H", "H", "H", "H", "H", "H", "H", "H", "H", "H", "H", "C", "C", "N", "C", "C", "C", "C", "C", "C", "C", "C", "C", "N", "C", "H", "H", "H", "H", "H", "H", "H", "H"], "coordinates": [[0.52285, 0.13415, -1.04251], [0.69602, 2.95750, -4.52667], [0.61696, 1.96196, -3.26659], [-0.71082, 1.73630, -2.14376], [1.87710, 0.88079, -2.70183], [-1.38943, 0.73325, 4.50792], [-1.38990, 2.24730, 4.75144], [-1.87278, 3.13027, 3.59642], [-1.14827, 3.17505, 1.55706], [-1.72029, 1.17834, 0.97240], [-0.89498, 0.04162, 1.03859], [-1.35414, -1.20067, 0.59288], [-2.63159, -1.32102, 0.04982], [-3.44136, -0.20354, -0.03009], [-2.98430, 1.03655, 0.42054], [0.93219, 2.78778, 1.84439], [1.62967, 3.33762, 2.91834], [3.01142, 3.23441, 2.99792], [3.72891, 2.60946, 1.98738], [3.05811, 2.07476, 0.89613], [1.67740, 2.16481, 0.85235], [0.56448, -0.20389, 4.32672], [0.68898, -0.59347, 6.42061], [0.28624, -1.79475, 6.99681], [0.36528, -1.97455, 8.37180], [0.84139, -0.95436, 9.18276], [1.24718, 0.24596, 8.61688], [1.17808, 0.42085, 7.24183], [-0.20505, -2.10159, 3.68390], [0.67947, -2.99762, 3.08609], [0.23987, -4.20782, 2.56476], [-1.10655, -4.53820, 2.63260], [-1.99878, -3.66203, 3.23613], [-1.55022, -2.45608, 3.76065], [-2.02523, 0.46562, 3.66156], [-1.79003, 0.22346, 5.38571], [-0.42053, 2.58570, 5.12920], [-2.09198, 2.45564, 5.56464], [-1.82932, 4.17800, 3.90456], [-2.93617, 2.92941, 3.42428], [0.04932, 0.09561, 1.56767], [-0.73799, -2.08064, 0.73877], [-2.99242, -2.28552, -0.28362], [-4.44051, -0.28771, -0.43870], [-3.63933, 1.89677, 0.33155], [1.09343, 3.85793, 3.70407], [3.53461, 3.66135, 3.84384], [4.80823, 2.55649, 2.03970], [3.60288, 1.62213, 0.07620], [1.14752, 1.75294, -0.01880], [-0.09382, -2.59844, 6.37676], [0.05253, -2.91372, 8.81008], [0.89992, -1.09559, 10.25394], [1.62390, 1.04279, 9.24517], [1.51810, 1.35847, 6.81218], [1.73397, -2.75486, 3.03435], [0.94743, -4.89624, 2.11654], [-1.45770, -5.48066, 2.23257], [-3.04809, -3.92013, 3.30288], [-2.26779, -1.78835, 4.22191], [-1.13666, -2.48168, -3.98095], [-0.89621, -1.36488, -3.17286], [0.02250, -1.38406, -2.22180], [0.76425, -2.50949, -2.02619], [0.58072, -3.65914, -2.79500], [-0.40405, -3.62282, -3.79886], [1.39931, -4.80843, -2.53282], [2.33613, -4.78934, -1.56098], [2.53718, -3.61858, -0.75764], [3.49829, -3.53072, 0.26714], [3.60947, -2.37146, 0.98757], [2.76338, -1.29300, 0.69301], [1.86894, -1.34581, -0.27408], [1.75096, -2.48967, -0.99246], [-1.89681, -2.41341, -4.74535], [-1.44643, -0.44317, -3.29356], [-0.56915, -4.49447, -4.41926], [1.25061, -5.69280, -3.13847], [2.95370, -5.65801, -1.37332], [4.13859, -4.37866, 0.47603], [4.33081, -2.27129, 1.78620], [2.81324, -0.37293, 1.26380]]}

{"formula": "C40H60FGeN3O3PtS2Si4", "method": "the ωB97M-V functional and the def2-TZVPD basis", "multiplicity": 2, "total_charge": 1, "lumo_energy_ev": [-3.303, -3.304], "relative_energy_ev": 3.472, "e_homo_ev": [-7.51, -7.97], "e_tot_ev": -168723.740, "elements": ["Pt", "S", "C", "C", "C", "C", "C", "C", "S", "H", "H", "H", "H", "F", "C", "C", "C", "C", "O", "C", "C", "N", "C", "C", "C", "C", "C", "C", "N", "C", "C", "N", "C", "C", "C", "O", "O", "H", "H", "H", "H", "H", "H", "H", "H", "H", "H", "H", "H", "H", "H", "H", "H", "H", "H", "C", "Si", "C", "C", "C", "C", "C", "C", "C", "H", "H", "H", "H", "H", "H", "H", "H", "H", "H", "H", "C", "Si", "C", "C", "Ge", "Si", "C", "C", "C", "Si", "C", "C", "C", "H", "H", "H", "H", "H", "H", "H", "H", "H", "H", "H", "H", "H", "H", "H", "H", "H", "H", "H", "H", "H", "H", "H", "H", "H", "H", "H"], "coordinates": [[0.24414, -0.08193, 0.80319], [-1.06820, -0.41426, 2.96571], [-0.47558, 0.88569, 3.94755], [-1.05652, 1.04760, 5.21075], [-0.69790, 2.08390, 6.03883], [0.27097, 2.99736, 5.62816], [0.88400, 2.83829, 4.40960], [0.54152, 1.78069, 3.55489], [1.44844, 1.64431, 2.09017], [-1.79506, 0.32598, 5.52378], [-1.16894, 2.19737, 7.00346], [0.54642, 3.81648, 6.27259], [1.65310, 3.52195, 4.08624], [6.31239, 1.40977, 0.42792], [5.64564, 1.22953, -0.74739], [4.26516, 1.11573, -0.71648], [3.54139, 0.87722, -1.89341], [2.08722, 0.80421, -1.85902], [1.44167, 1.13815, -0.82746], [1.47047, 0.35594, -3.07388], [2.25278, 0.12636, -4.19438], [3.58926, 0.37854, -4.24752], [4.26754, 0.15406, -5.48669], [3.63389, 0.64178, -6.75369], [4.85482, 1.32648, -6.22282], [4.26411, 0.72854, -3.10097], [5.63951, 0.94086, -3.11725], [6.35603, 1.19701, -1.93316], [7.74789, 1.43625, -2.06740], [8.55889, 0.47209, -2.78069], [9.50817, 1.28748, -3.69282], [9.48578, 2.67748, -3.16986], [9.77019, 2.68324, -1.71262], [8.52287, 2.07069, -1.02220], [0.07028, 0.08574, -3.29301], [-0.30782, -0.40797, -4.36425], [-0.91222, 0.36478, -2.44469], [3.74080, 1.18030, 0.22200], [1.79395, -0.25968, -5.08593], [4.80163, -0.79186, -5.52764], [2.68811, 1.15694, -6.68788], [3.73426, 0.03353, -7.63919], [4.73434, 2.29835, -5.76877], [5.78807, 1.19131, -6.74945], [6.17645, 0.90726, -4.05003], [7.92452, -0.19163, -3.36640], [9.13672, -0.15247, -2.08526], [9.16265, 1.30140, -4.72683], [10.52757, 0.90189, -3.66567], [8.49402, 2.96984, -3.24221], [10.10072, 3.29987, -3.69930], [9.94805, 3.70297, -1.37138], [10.67076, 2.09565, -1.52611], [7.92723, 2.85452, -0.55313], [8.83896, 1.37241, -0.23418], [2.90451, -2.48863, 1.12157], [1.13387, -2.23755, 0.39267], [1.14746, -2.79334, -1.46013], [-0.15718, -3.34596, 1.29273], [0.01420, -3.74937, 2.61423], [-0.94464, -4.51173, 3.25844], [-2.10365, -4.87753, 2.59528], [-2.29653, -4.47616, 1.28262], [-1.33561, -3.71445, 0.64439], [3.16074, -3.54361, 1.14364], [2.97307, -2.10406, 2.13407], [3.64728, -1.96380, 0.52692], [1.17926, -3.87823, -1.52022], [2.00641, -2.39399, -1.99118], [0.26099, -2.45600, -1.98826], [0.90772, -3.46196, 3.14732], [-0.79080, -4.81643, 4.28214], [-2.85929, -5.46221, 3.10055], [-3.20163, -4.75761, 0.76074], [-1.49461, -3.39945, -0.37838], [-3.21905, 4.39518, -0.91550], [-1.68547, 3.55438, -0.12129], [-0.11301, 3.83617, -1.16535], [-1.49553, 4.33156, 1.62563], [-1.80197, 1.08940, 0.23539], [-4.08419, 0.57485, 1.50890], [-4.33591, -1.30527, 1.21293], [-4.11876, 0.95562, 3.38726], [-5.49230, 1.59697, 0.69302], [-2.32627, 0.05568, -3.42162], [-3.69425, 0.66258, -2.23840], [-2.41667, 1.20662, -4.94147], [-2.73920, -1.77790, -3.74095], [-3.12372, 5.47391, -0.83281], [-4.14397, 4.11721, -0.41911], [-3.32440, 4.16231, -1.97131], [0.27589, 4.84660, -1.07874], [-0.30014, 3.63053, -2.21599], [0.65893, 3.14583, -0.83275], [-1.62908, 5.40770, 1.58157], [-0.51127, 4.13709, 2.03851], [-2.22809, 3.93562, 2.32337], [-3.42015, -1.84864, 1.43512], [-4.61865, -1.51767, 0.18526], [-5.11901, -1.69840, 1.85503], [-3.69069, 0.13268, 3.94826], [-5.14222, 1.09254, 3.72274], [-3.56153, 1.85088, 3.64382], [-5.48300, 1.53900, -0.38964], [-5.43959, 2.64295, 0.97486], [-6.45413, 1.22134, 1.02807], [-3.54645, 1.69306, -1.92162], [-3.76291, 0.03296, -1.35572], [-4.65088, 0.60960, -2.74747], [-3.39217, 1.66668, -5.04737], [-2.21212, 0.63848, -5.84349], [-1.67193, 1.99428, -4.88800], [-3.11782, -2.27438, -2.85348], [-1.88362, -2.33041, -4.11175], [-3.51230, -1.83177, -4.50173]]}